Molecular formula: C18H32N5O3Sb2Zr
Method: DFT, ωB97M-V/def2-TZVPD

Geometry (Å):
Zr  -0.60405  0.60645  -0.19194
C  -3.45201  1.39339  3.83704
Sb  -3.22666  0.97491  1.78662
C  -1.44822  -0.36386  2.15783
C  -1.86826  2.80056  1.40550
C  -0.46686  2.55161  1.87220
C  -0.25162  2.37568  3.26208
C  0.93045  1.94400  3.79257
C  1.97907  1.56658  2.98341
C  1.83572  1.71151  1.64047
C  0.65428  2.27391  1.05285
C  0.90737  2.79176  -0.32753
Sb  1.82286  1.29880  -1.72825
C  1.60894  2.42265  -3.47156
C  3.90871  1.51953  -1.43500
H  -3.82938  2.40660  3.72789
H  -2.55553  1.31850  4.44920
H  -4.24266  0.81373  4.26516
H  -0.79559  0.18820  2.87795
H  -0.81512  -0.99571  1.52189
H  -2.01652  -1.20042  2.58242
H  -2.37423  3.46033  2.09466
H  -1.99812  3.23806  0.43802
H  -1.06695  2.67533  3.90932
H  0.97170  1.88275  4.87309
H  2.95141  1.23821  3.35354
H  2.62043  1.50067  0.96778
H  1.77440  3.43958  -0.27339
H  0.11853  3.40464  -0.79283
H  2.10389  3.40734  -3.36840
H  0.60286  2.49742  -3.80469
H  2.16101  1.93041  -4.27806
H  4.17883  2.55470  -1.27247
H  4.42327  1.25558  -2.35419
H  4.32286  0.85943  -0.67084
O  -3.42515  1.70455  -2.45073
N  -2.54232  1.25260  -1.84463
O  -1.26083  1.71685  -1.71467
O  -2.56676  0.20816  -0.99419
C  1.12324  -2.06812  -0.39043
N  -0.23331  -1.54334  -0.88747
C  -1.29388  -2.54435  -0.31212
N  -1.00656  -3.88595  -0.68138
C  0.29752  -4.25135  -0.12211
N  1.35966  -3.42742  -0.71217
C  1.34982  -3.57498  -2.19046
N  0.03213  -3.16184  -2.73081
C  -0.22752  -1.78929  -2.47198
C  -1.02395  -4.00699  -2.12093
H  1.13402  -1.90197  0.69591
H  1.91736  -1.48631  -0.87818
H  -2.23178  -2.20091  -0.67396
H  -1.26015  -2.37522  0.77170
H  0.49989  -5.30551  -0.33521
H  0.29512  -4.09797  0.94241
H  1.54754  -4.58730  -2.45068
H  2.17424  -3.00505  -2.62799
H  -1.19171  -1.53370  -2.83222
H  0.54904  -1.17632  -2.90716
H  -0.88447  -5.03470  -2.44022
H  -1.99602  -3.66640  -2.52264

As for the multiplicity: 1. The total charge is +3. The HOMO energy is -17.46 eV. For the LUMO energy, the calculation gives -11.2 eV.

These are the Mulliken partial charges, in e, on atoms 1 to 2: number 1, Zr, carries -0.022; number 2, C, carries -1.333

Molecular formula: CH2NO4
Method: DFT, ωB97M-V/def2-TZVPD

Geometry (Å):
C  -1.50419  -1.99248  1.33754
N  -3.78498  1.16785  -0.62281
O  -4.07608  0.93827  -1.65473
O  -4.07750  1.49164  0.39520
O  -2.00463  0.04419  -0.12770
O  -1.87311  -2.90651  1.81325
H  -1.50849  -0.00684  -1.00226
H  -1.38056  -0.27680  0.50444

As for the multiplicity: 1. The total charge is +1. The HOMO energy is -16.78 eV. For the LUMO energy, the calculation gives -8.3 eV.

These are the Mulliken partial charges, in e, on atoms 1 to 2: number 1, C, carries -0.032; number 2, N, carries 1.240

Molecular formula: C16H22Cl7O4P2RuTe
Method: DFT, ωB97M-V/def2-TZVPD

Geometry (Å):
Ru  0.17844  0.12434  -0.09938
Cl  -5.74707  3.36264  0.08224
C  -4.15189  2.84169  0.47834
C  -3.52205  3.29109  1.63695
Cl  -4.33774  4.38657  2.68957
C  -2.23551  2.85816  1.95164
Cl  -1.43048  3.38964  3.38212
C  -1.54776  1.96314  1.12264
O  -0.34455  1.51416  1.39149
C  -2.19337  1.53206  -0.05334
O  -1.52026  0.70143  -0.87509
C  -3.47568  1.96013  -0.36325
Cl  -4.20696  1.34597  -1.80278
C  -0.35158  -0.89232  -3.35440
P  0.33935  -1.43722  -1.76836
C  1.92329  -2.21461  -2.18686
C  -0.74478  -2.84278  -1.27362
C  -0.63669  -3.09771  0.23301
P  -0.89343  -1.51585  1.11536
C  -2.69781  -1.32315  1.17781
C  -0.42471  -1.75586  2.84283
H  -0.48378  -1.72426  -4.04807
H  0.31906  -0.16022  -3.80710
H  -1.30970  -0.40987  -3.15891
H  1.79761  -2.99333  -2.94016
H  2.36346  -2.63259  -1.28241
H  2.60121  -1.44944  -2.56972
H  -0.50599  -3.73887  -1.85064
H  -1.76494  -2.54709  -1.53654
H  0.36516  -3.44329  0.49110
H  -1.35679  -3.84568  0.57174
H  -3.14404  -2.19738  1.65509
H  -3.10629  -1.20142  0.17490
H  -2.94829  -0.43494  1.75813
H  -1.01082  -2.55804  3.29421
H  -0.62169  -0.81934  3.36729
H  0.63541  -1.98700  2.90823
Cl  4.80355  -2.21047  1.14814
C  3.96261  -0.78278  1.77305
Cl  4.98615  0.63743  1.55172
Cl  3.60943  -0.99859  3.49998
C  2.59625  -0.62767  1.05663
O  2.25152  0.51547  0.69640
O  1.91206  -1.64949  0.89784
C  3.06527  1.71075  -2.25492
Te  1.13173  2.28765  -1.59391
C  1.84941  3.43414  0.03771
H  3.57132  1.20385  -1.43548
H  3.61239  2.60103  -2.55338
H  2.96365  1.04420  -3.10932
H  2.02478  4.45774  -0.27853
H  2.75768  2.95447  0.39172
H  1.09385  3.37352  0.81830

The expectation value of S² is 0.757. As for the multiplicity: 2. The total charge is 0. The HOMO energy (spin up / spin down) is -7.40 / -7.37 eV. For the LUMO energy (spin up / spin down), the calculation gives 0.1 / -1.2 eV.

These are the Mulliken partial charges, in e, on atoms 1 to 2: number 1, Ru, carries 0.616; number 2, Cl, carries -0.208

Molecular formula: C2H7N2OS
Method: DFT, ωB97M-V/def2-TZVPD

Geometry (Å):
C  0.95445  -1.84839  0.06585
S  0.39936  -0.44448  -0.83954
C  -0.61557  0.33492  0.38573
N  -1.38220  1.36117  -0.33333
N  1.37350  1.21507  -0.19504
O  2.25096  1.09451  0.54394
H  1.97788  -2.00109  -0.17590
H  0.32007  -2.75547  -0.28084
H  0.75095  -1.50316  1.14471
H  -1.25298  -0.33701  1.02664
H  -0.76915  2.13463  -0.63639
H  -1.88227  0.96832  -1.05146
H  -2.12497  1.78098  0.34562

As for the multiplicity: 1. The total charge is +1. The HOMO energy is -12.53 eV. For the LUMO energy, the calculation gives -4.4 eV. As for the SMILES: C/S(=C/[NH3+])#[N+][O-].

These are the Mulliken partial charges, in e, on atoms 1 to 2: number 1, C, carries -0.781; number 2, S, carries 0.147

Number 1: energy -1730.91107 hartree. Number 2: energy -394.53697 hartree. Number 3: energy -5190.90149 hartree. Number 4: energy -662.89926 hartree.